1.
Density functional theory data (ωB97M-V/def2-TZVPD) for a 13-piece molecular cluster, C32H95N5O18 overall in a non-equilibrium geometry.

Results
charge = 0
relative energy (zero: lowest compared OMol25 entry of this formula, charge and spin) = 0.00 kJ/mol

Structure (XYZ):
```
150
Properties=species:S:1:pos:R:3:forces:R:3
C -7.19123 -1.13791 6.32672 0.525 1.556 -0.816
O -6.01404 -0.44544 5.90517 0.693 -0.279 -0.761
C -5.33170 -1.09866 4.79825 -1.246 -0.562 0.158
C -4.23813 -0.18157 4.22463 -1.133 -0.820 0.204
N -3.36473 0.28051 5.28222 0.718 -0.269 0.688
C -2.24548 -0.62229 5.59850 0.170 -1.253 0.352
C -1.34687 -0.09648 6.69656 -1.623 2.218 -0.302
O -2.17198 0.08138 7.86557 1.093 0.286 -0.361
C -1.66269 1.09032 8.75362 -0.492 -0.793 -0.837
H -7.32110 -0.91478 7.37152 -0.034 -0.331 0.460
H -7.10796 -2.17057 6.07775 -0.053 -0.994 0.252
H -8.03207 -0.70594 5.78674 -0.306 -0.139 -0.099
H -6.10207 -1.40628 4.01890 0.927 0.539 0.635
H -4.90795 -2.05650 5.20321 -0.058 0.689 -0.386
H -4.65919 0.67560 3.72250 -0.488 0.345 -0.059
H -3.75750 -0.74864 3.43989 0.682 -0.124 -0.045
H -3.98437 0.41397 6.08414 0.541 -0.092 0.159
H -1.58370 -0.72267 4.72066 -0.577 -0.033 0.046
H -2.55171 -1.66202 5.92714 -0.032 0.905 -0.570
H -0.97129 0.90534 6.34342 -0.139 -0.661 0.483
H -0.50251 -0.73076 6.84172 0.641 -0.678 0.392
H -0.71835 0.78671 9.18849 0.052 -0.368 0.639
H -2.48504 1.24632 9.45110 0.480 0.202 0.269
H -1.40656 1.98920 8.20619 -0.372 0.484 -0.246
C 2.04606 -3.53069 0.90915 -0.636 -1.094 -1.179
O 2.37627 -4.31190 -0.26105 -2.956 -0.143 1.164
C 3.68625 -4.38819 -0.51796 3.318 0.734 0.725
C 3.91500 -4.98798 -1.86381 -0.509 -2.180 0.428
N 3.41616 -4.15756 -2.88268 -0.797 1.559 -1.282
C 3.59593 -4.63977 -4.22397 0.678 0.921 -0.980
C 2.65673 -3.87772 -5.13140 -0.802 -0.592 -0.291
O 1.33469 -4.36365 -4.78536 0.378 0.589 -0.768
C 0.27103 -3.75365 -5.51212 -1.323 -1.096 0.798
H 2.68871 -3.85255 1.71443 0.354 0.240 0.475
H 0.99892 -3.75105 1.18541 0.501 0.100 -0.279
H 2.14156 -2.49782 0.61838 0.248 0.580 0.399
H 4.32114 -4.91008 0.24355 -0.793 -0.434 -0.109
H 4.14344 -3.38431 -0.43636 -0.043 0.186 -0.594
H 3.31280 -5.96059 -1.91608 1.021 0.520 0.432
H 4.99644 -5.23077 -1.97039 -0.668 0.281 -0.230
H 2.40162 -3.96430 -2.80751 0.913 -0.357 0.533
H 3.38306 -5.67494 -4.38752 -0.354 -1.148 0.258
H 4.63316 -4.51966 -4.57869 -0.138 0.234 0.243
H 2.86261 -4.03074 -6.20881 -0.062 -0.133 0.424
H 2.71388 -2.81472 -4.92589 0.002 0.409 0.059
H 0.08501 -4.19960 -6.52707 0.802 0.786 0.533
H 0.27633 -2.66439 -5.42576 0.369 0.028 -0.583
H -0.65476 -4.03701 -4.96461 0.523 0.092 -0.134
C 3.66151 6.78589 -5.72327 0.807 1.568 0.654
O 2.79920 5.84293 -5.12794 0.418 0.030 -1.276
C 1.67535 5.43390 -5.94960 0.983 -0.107 1.592
C 1.31814 4.05514 -5.42845 0.027 -0.179 0.227
N 1.14441 4.05483 -3.95010 0.775 1.146 -1.655
C 0.82284 2.77136 -3.48460 -0.030 -1.739 1.197
C 0.83158 2.82786 -1.95897 -1.737 -0.315 -1.013
O 2.12004 2.79373 -1.52041 1.720 0.356 1.223
C 2.36933 3.42038 -0.24974 -0.892 0.963 -0.945
H 3.16164 7.72055 -6.10324 0.038 -0.884 0.368
H 4.38546 6.48986 -6.50423 -0.784 -0.802 -0.133
H 4.35936 7.10912 -4.92452 -0.569 -0.016 -0.158
H 1.96066 5.40985 -7.00595 -0.259 0.120 0.075
H 0.88489 6.13254 -5.68582 -0.341 0.129 -0.582
H 2.14217 3.34737 -5.68402 -0.562 0.235 -0.203
H 0.36738 3.75487 -5.91733 0.521 -0.139 0.370
H 2.06999 4.20255 -3.53453 -0.280 0.651 -0.374
H 1.54275 1.98789 -3.81192 -0.098 0.165 0.128
H -0.14252 2.40011 -3.78714 -0.623 0.208 -0.372
H 0.30407 1.93733 -1.60185 -0.362 0.046 0.350
H 0.27760 3.76643 -1.71421 0.358 -0.440 0.189
H 1.55531 3.24185 0.50479 0.713 0.168 -0.704
H 2.53875 4.50531 -0.45299 -0.571 -0.486 0.452
H 3.29114 3.04803 0.10496 0.868 -0.658 0.553
C -4.43924 -3.54726 -6.94155 1.068 0.448 1.337
O -4.24321 -3.05291 -5.61136 0.015 0.995 -0.642
C -4.74164 -1.71846 -5.44124 0.517 -0.606 -0.488
C -4.38989 -1.28241 -4.06228 1.198 3.057 -2.022
N -2.96800 -0.93671 -3.95932 0.134 -1.312 -0.147
C -2.48630 -0.80154 -2.56999 -0.372 -1.007 -0.563
C -2.20506 -2.10607 -1.88340 -0.432 -0.712 -0.609
O -1.03320 -2.62534 -2.41243 1.054 -0.655 -0.664
C -0.60388 -3.78069 -1.74773 -1.484 -0.545 1.536
H -4.26935 -2.75779 -7.67879 0.381 -0.193 -0.090
H -5.44623 -3.86618 -7.03835 -1.052 -0.612 -0.272
H -3.72581 -4.37400 -6.96782 -0.273 0.038 -0.737
H -5.83219 -1.73955 -5.52479 -0.076 0.141 -0.264
H -4.29249 -0.96839 -6.16621 -0.452 -1.008 0.455
H -4.70913 -1.96901 -3.37482 -1.093 -1.663 2.019
H -4.87636 -0.31642 -4.04350 -0.741 0.202 0.971
H -2.51683 -1.75668 -4.39012 0.404 0.577 0.381
H -3.23163 -0.40032 -1.92267 -0.772 1.213 0.072
H -1.60284 -0.19789 -2.61356 0.528 0.489 0.365
H -3.07496 -2.78790 -2.02788 0.332 0.086 -0.101
H -2.04895 -2.06102 -0.82686 -0.236 0.684 1.041
H -0.74062 -3.68456 -0.62247 0.206 0.131 -1.010
H 0.42331 -3.96826 -1.92058 0.943 -0.077 -0.400
H -1.20451 -4.67776 -2.01250 0.246 0.393 -0.155
C 3.60795 4.38421 3.48542 -1.093 -0.572 -0.898
O 4.45017 3.45174 2.83021 -0.866 -0.357 0.100
C 4.33268 2.14644 3.39345 0.845 0.483 0.962
C 4.94438 1.10100 2.47915 -1.259 -0.288 1.861
N 4.27163 1.07977 1.21407 -0.937 -0.878 -0.345
C 4.82685 -0.00546 0.44064 0.615 -0.271 -0.661
C 4.23496 -0.17332 -0.93303 -0.586 -0.725 1.652
O 2.88046 -0.51730 -0.61611 0.635 0.006 -0.534
C 2.12040 -0.65128 -1.78218 -1.232 -1.573 -0.147
H 2.50281 4.16926 3.30339 1.186 -0.103 0.383
H 3.76220 5.34554 3.03123 0.351 0.448 -0.146
H 3.81747 4.43897 4.54425 -0.030 -0.027 0.467
H 3.30053 1.80550 3.58093 -0.011 0.795 -0.150
H 4.85190 2.21662 4.40006 -0.470 -0.575 -0.871
H 4.82943 0.13036 3.03507 0.016 0.325 -0.250
H 5.99574 1.22681 2.43297 1.076 0.396 -0.694
H 3.27481 0.81321 1.35304 0.743 0.558 0.055
H 4.81765 -0.98000 0.97180 -0.081 0.240 -0.109
H 5.83673 0.25190 0.23185 1.340 0.095 0.208
H 4.81204 -0.99144 -1.44353 -0.805 0.601 0.013
H 4.26608 0.77722 -1.45400 0.005 0.112 -0.466
H 2.13210 0.28798 -2.33611 -0.002 -0.099 -0.310
H 1.05569 -0.88527 -1.45821 1.296 0.220 -0.610
H 2.52601 -1.53766 -2.37486 -0.589 1.149 0.322
O 1.35019 0.27588 3.85335 -0.058 0.768 -0.176
H 1.15361 1.23912 3.64445 -0.092 -1.124 0.365
H 2.27683 0.23770 4.09662 0.080 -0.053 0.087
O -5.48813 1.02711 0.77307 -0.084 -0.226 -0.063
H -4.92176 0.25439 0.62338 0.007 0.556 0.187
H -4.93636 1.76816 1.06179 0.217 -0.271 -0.025
O 0.08910 2.62584 3.39885 -1.168 -1.638 -0.313
H 0.37741 3.49947 3.52660 0.631 1.841 0.385
H -0.83690 2.57113 3.83929 0.501 -0.069 -0.097
O -0.08045 -2.81220 3.52776 0.404 0.815 0.561
H 0.20078 -1.98070 4.00754 -0.036 -1.439 -0.818
H 0.59990 -3.50185 3.63983 -0.329 0.782 0.132
O -3.53385 3.34577 1.95601 -0.935 0.599 0.251
H -2.73895 3.40262 1.42709 0.989 -0.178 -0.538
H -3.82674 4.27397 1.93329 -0.142 -0.518 0.215
O -0.94751 3.73851 0.94673 0.118 -0.404 0.138
H -0.48412 3.49937 0.13469 -0.202 0.086 -0.055
H -0.56880 3.13813 1.62177 -0.052 0.237 0.017
O -2.29884 2.55601 4.45294 -0.082 -0.321 0.359
H -2.68593 1.73469 4.94647 0.179 0.543 -0.862
H -2.89882 2.74027 3.71021 0.022 0.049 0.065
C -0.04519 0.02235 0.80466 0.177 -0.679 -0.637
C -1.09659 -0.06928 1.87986 -0.058 -0.009 0.889
O -2.00258 -1.16906 1.70953 0.349 0.329 0.013
H 0.39917 1.03187 0.68395 -0.085 -0.651 0.265
H -0.51340 -0.26509 -0.14956 0.079 0.311 0.118
H 0.74302 -0.75363 0.98351 -0.413 0.887 -0.053
H -1.74908 0.77078 1.98695 -0.450 0.902 -0.647
H -0.59821 -0.03994 2.85657 -0.097 -0.686 -0.087
H -1.51438 -1.97398 1.88608 0.222 -0.390 0.216
```
Forces are in eV/Å.

These are the Mulliken partial charges, in e, on atoms 1 to 8: C -0.80; O -0.38; C -0.78; C 0.17; N -0.12; C -0.05; C -0.66; O -0.35

---

2.
Density functional theory data (ωB97M-V/def2-TZVPD) for C32H96As2F12N8O8 as an isolated structure in a non-equilibrium geometry.

Results
spin multiplicity = 2
charge = +7
expectation value of S² = 0.75

Structure (XYZ):
```
158
Properties=species:S:1:pos:R:3:forces:R:3
C -5.12106 -0.27824 0.37555 0.877 0.713 -0.139
C -4.97764 0.37385 1.79349 -0.625 -2.133 -1.763
C -6.07444 1.39806 1.97575 -0.011 2.250 1.857
O -6.12101 2.01399 3.30733 -1.811 -3.724 -1.199
C -5.28726 2.98960 3.76988 1.224 1.463 -0.518
N -5.27567 -0.73214 2.81224 0.367 0.801 0.580
H -4.72948 -1.58168 2.80461 0.598 -0.118 -0.395
H -5.16392 -0.31031 3.72311 -0.028 0.245 0.809
H -6.23705 -1.04142 2.79873 -0.789 0.091 -0.354
H -4.17926 -0.64381 -0.03369 0.425 -0.009 0.491
H -5.34041 0.56698 -0.27681 -0.603 -0.266 -0.234
H -5.78079 -1.13427 0.23381 -0.632 0.488 0.350
H -3.92700 0.65507 1.86533 -0.252 0.333 0.681
H -7.04270 0.91816 1.83327 -0.086 -0.184 0.314
H -6.09609 2.19541 1.23288 0.653 -0.054 -0.328
H -4.25382 2.81110 3.47284 0.460 -0.011 0.011
H -5.32807 3.03355 4.85823 -0.210 -0.100 -0.112
H -5.58913 3.95006 3.35216 0.073 0.302 0.151
C -0.69534 -8.03137 3.60822 0.232 -0.146 -1.726
C -0.26566 -7.47649 2.20254 0.981 -1.175 1.547
C -0.64967 -6.07209 2.08215 0.512 2.478 -0.174
O 0.21354 -5.22800 2.87178 -0.674 0.058 0.137
C -0.23602 -3.85983 2.92446 -0.362 -0.285 -0.839
N 1.28784 -7.61620 2.02456 -0.156 -0.369 0.332
H 1.79773 -6.90895 1.51475 -0.463 0.501 -0.587
H 1.79184 -7.60940 2.89980 -0.285 0.050 1.071
H 1.54093 -8.51619 1.64238 -0.163 -0.603 -0.398
H -1.72553 -7.67548 3.62077 -0.039 -0.393 0.739
H -0.10346 -7.64446 4.43771 -0.136 0.239 -0.134
H -0.67107 -9.12104 3.62025 -0.110 0.060 0.092
H -0.71617 -8.00307 1.36119 0.086 -0.371 0.234
H -1.70127 -5.98633 2.35577 -0.046 0.110 0.196
H -0.57721 -5.73259 1.04891 0.010 0.121 -0.446
H 0.26020 -3.26961 3.69486 0.117 -0.576 0.094
H -1.31694 -3.77502 3.03645 -0.111 -0.349 0.565
H -0.08269 -3.37454 1.96058 0.453 0.073 -0.284
C 2.65023 -0.43422 4.78098 -0.545 -0.948 0.484
C 3.09325 0.45016 3.63705 1.921 -0.481 -0.078
C 3.77612 -0.32306 2.47548 -1.179 0.350 1.214
O 4.56519 0.53633 1.69714 0.312 -0.113 -1.352
C 5.05623 -0.01717 0.51353 0.680 -0.462 -0.792
N 1.91100 1.23055 3.19435 -0.204 -0.515 0.129
H 1.20743 0.65438 2.75491 -0.275 -0.533 -0.442
H 1.43565 1.58870 4.01036 0.008 0.633 0.587
H 2.08018 1.98744 2.54735 0.453 0.956 -0.470
H 3.30073 -1.13895 5.29896 1.179 0.655 -0.362
H 1.92951 -1.18338 4.45321 -0.768 0.415 -0.251
H 2.25489 0.17571 5.59325 -0.261 0.007 -0.090
H 3.85563 1.16479 3.94718 -0.152 0.250 0.313
H 3.05159 -0.87000 1.87215 -0.088 -0.002 -0.569
H 4.45093 -1.09540 2.84458 0.341 -0.117 0.441
H 4.30599 -0.02464 -0.27716 -1.198 0.539 -0.099
H 5.24017 -1.09084 0.55214 0.168 -0.179 0.733
H 5.86347 0.49628 -0.00881 0.264 0.680 0.971
C 1.42827 -2.93553 -4.28833 0.893 1.187 -1.350
C 0.45782 -3.65437 -3.48680 -2.232 -2.122 1.184
C -1.02918 -3.14383 -3.58442 -0.014 -0.774 -0.390
O -1.99247 -3.99943 -2.97106 1.806 0.396 0.038
C -2.08419 -3.93487 -1.57145 -0.855 -0.489 0.342
N 0.42421 -5.16793 -3.79756 0.384 0.251 -0.901
H 1.29645 -5.57360 -4.10531 1.005 0.177 0.402
H 0.09072 -5.70441 -3.00946 -0.547 -0.207 0.014
H -0.10454 -5.37722 -4.63225 -1.257 0.001 -0.245
H 1.30328 -1.88708 -4.01776 0.286 0.172 -0.088
H 1.24486 -2.99307 -5.36125 -0.316 -0.021 -0.087
H 2.47911 -3.20501 -4.18238 -0.075 -0.125 0.492
H 0.71249 -3.70755 -2.42830 0.106 0.487 0.023
H -1.48205 -3.14286 -4.57589 0.969 0.340 -0.547
H -0.94936 -2.12059 -3.21740 -0.561 0.087 0.339
H -2.67486 -4.81910 -1.33197 -0.471 0.390 0.313
H -2.55215 -2.98944 -1.29707 -0.179 -0.137 0.328
H -1.18306 -4.05379 -0.96984 0.719 0.188 -0.378
C -3.13649 0.75800 -3.00783 -0.396 1.358 0.137
C -4.02174 2.08990 -2.78098 1.356 -2.336 -0.941
C -3.37803 3.09809 -1.81110 -3.319 0.722 0.709
O -4.55430 3.72337 -1.13448 1.899 0.612 0.247
C -4.19089 4.98246 -0.39955 -0.352 -0.735 -0.633
N -4.08201 2.65007 -4.22039 -0.199 0.753 1.326
H -3.27879 2.31952 -4.73584 -0.067 -0.356 -0.598
H -4.96166 2.48984 -4.69011 -0.398 -0.642 -0.463
H -4.01147 3.65757 -4.21205 -0.037 0.701 0.142
H -3.56404 0.02754 -3.69466 -0.439 0.323 -0.107
H -2.85757 0.20116 -2.11328 -0.145 0.492 0.157
H -2.23487 1.15627 -3.47319 0.482 -0.385 0.119
H -5.03000 1.77023 -2.51769 0.022 0.625 0.214
H -2.91901 3.94312 -2.32427 0.741 -0.304 -0.132
H -2.74282 2.56021 -1.10734 0.208 0.269 -0.012
H -3.72968 4.80026 0.57110 0.041 -0.328 -0.157
H -5.07926 5.59450 -0.24362 -0.270 -0.522 -0.146
H -3.52721 5.60474 -0.99988 0.222 -0.190 -0.179
C -2.09602 8.45802 1.47604 -0.513 0.721 -0.123
C -0.69256 7.85022 1.58126 -1.240 -0.706 0.472
C -0.81372 6.39671 2.23507 1.545 0.527 0.236
O -1.45381 5.40947 1.43527 0.709 1.559 -1.218
C -1.25014 4.09710 1.89299 -0.919 0.717 -0.046
N 0.10974 7.76466 0.26552 -0.267 0.623 -0.018
H 0.86293 7.09191 0.27978 0.158 -1.388 0.482
H -0.42997 7.67207 -0.58315 -0.655 -0.360 -0.034
H 0.69885 8.55682 0.05212 -0.157 1.372 0.495
H -2.65250 8.16629 2.36673 -0.179 -0.840 -0.319
H -2.63175 8.27588 0.54441 -0.112 -0.568 0.146
H -2.23808 9.52697 1.63495 1.101 0.394 -0.455
H -0.12631 8.56803 2.17473 0.329 -0.731 0.446
H -1.26085 6.38406 3.22906 -0.586 0.845 -0.047
H 0.20027 6.09676 2.49953 0.452 -0.333 -0.458
H -0.20214 3.79984 1.93102 0.132 0.099 0.148
H -1.79115 3.50321 1.15631 0.065 -0.453 0.239
H -1.76052 4.09210 2.85611 0.264 -0.883 0.362
C 4.24592 -7.73194 -1.07698 0.540 1.938 0.039
C 4.12480 -6.26300 -1.60454 0.295 0.317 -1.649
C 3.77084 -5.11113 -0.64898 -0.178 1.367 -0.200
O 3.27926 -3.95205 -1.43126 -0.041 -0.238 -0.263
C 2.55030 -2.83806 -0.79996 -0.280 -1.681 0.056
N 5.36370 -5.82672 -2.41247 0.233 -0.408 0.606
H 5.29198 -4.90980 -2.82988 -0.402 0.558 -0.143
H 6.19732 -5.79811 -1.84292 0.499 0.070 0.728
H 5.65094 -6.45473 -3.14949 -0.312 -0.699 -0.629
H 4.99759 -7.67856 -0.28942 -0.503 -0.531 0.621
H 4.62930 -8.48044 -1.77041 -0.198 0.341 -0.478
H 3.22022 -7.99366 -0.81706 0.323 -0.335 0.527
H 3.34473 -6.22355 -2.36481 -0.116 -0.106 -0.056
H 4.59048 -4.66445 -0.08614 0.328 -0.779 0.290
H 3.04196 -5.53906 0.03929 -0.361 0.412 0.136
H 3.10388 -2.10278 -0.21600 0.621 -0.589 0.249
H 1.78041 -3.33724 -0.21159 -0.100 0.478 0.477
H 2.03539 -2.21158 -1.52831 0.303 -0.520 -0.533
C 0.26222 4.15266 -1.44737 0.268 0.084 1.364
C 1.47137 4.01087 -2.32460 0.122 -2.464 0.308
C 2.08905 2.57112 -2.21034 0.191 0.597 -1.623
O 3.29935 2.52690 -3.03331 -1.183 -0.551 0.585
C 3.68896 1.21800 -3.57524 0.124 1.527 1.180
N 1.04830 4.31593 -3.77567 1.590 0.254 0.852
H 1.82810 4.05884 -4.36381 0.706 -0.050 -0.516
H 0.23587 3.86665 -4.17340 -0.447 -0.275 0.443
H 0.94962 5.31958 -3.83088 -0.208 0.516 -0.406
H 0.00664 5.20600 -1.33216 -0.577 -0.148 -0.200
H 0.50608 3.82982 -0.43524 0.581 0.283 0.146
H -0.56734 3.46133 -1.59561 -0.143 0.367 -0.956
H 2.30803 4.63852 -2.01771 -0.238 0.676 -0.467
H 1.34770 1.83519 -2.52162 -0.042 -0.116 -0.496
H 2.23214 2.33842 -1.15512 0.543 0.452 0.002
H 3.79024 0.49484 -2.76598 -0.691 -0.349 0.142
H 4.73147 1.33085 -3.87281 -0.315 0.275 -0.714
H 2.98900 0.94371 -4.36448 0.290 -0.332 -0.001
As 3.43942 4.98684 1.37520 3.764 2.624 2.099
F 2.82665 5.31263 3.08841 0.256 -0.700 -2.834
F 2.31658 3.62894 1.19692 -0.102 -0.120 0.214
F 4.07758 4.65626 -0.24768 -1.215 -0.239 0.899
F 4.60860 6.32889 1.46106 -1.940 -1.471 0.029
F 4.70193 3.93389 2.11069 -1.759 0.172 -0.858
F 2.20124 6.12718 0.68127 0.498 -1.228 0.330
As 0.03144 -0.04987 0.02193 -1.644 1.779 -0.400
F 1.52548 0.17666 -0.98211 -1.298 -0.766 1.535
F -0.79318 1.12136 -1.09739 0.690 -1.707 0.993
F -1.54388 -0.27197 0.98384 2.422 0.186 -1.376
F 0.95016 -1.02540 1.20471 -0.541 0.575 -0.712
F 0.38369 1.40073 0.99055 0.110 -1.237 -0.405
F -0.37384 -1.44577 -0.94772 0.270 0.697 0.601
```
Forces are in eV/Å.

These are the Mulliken partial charges, in e, on atoms 1 to 8: C -0.98; C 0.36; C -0.66; O -0.36; C -0.45; N -0.21; H 0.25; H 0.39

---

Going through the records in order, we get E_tot values of -79022.9996 -217246.7303 eV.